Record 1
Here is a molecular structure, C30H27BFN10O4SiW from OMol25. Energies are from ωB97M-V/def2-TZVPD.

Each line ends with the Mulliken charge.
Geometry (Å):
W -0.5317 -0.8813 -0.0177  1.915
C -2.2165 0.9877 -3.6722  -1.364
C -1.1400 0.5838 -2.9022  -0.045
N -1.5433 0.2575 -1.6642  -0.585
N -2.8842 0.4408 -1.6394  0.552
C -3.3079 0.8770 -2.8297  0.080
B -3.7227 -0.0640 -0.4485  0.476
N -3.5543 -1.6296 -0.4251  0.913
C -4.3774 -2.6713 -0.5976  0.214
C -3.6554 -3.8496 -0.5402  -1.551
C -2.3484 -3.4444 -0.3293  0.012
N -2.2849 -2.1106 -0.2818  -0.958
N -3.1024 0.4542 0.8873  0.788
C -3.7921 0.9297 1.9298  0.031
C -3.0040 0.8595 3.0646  -1.611
C -1.8170 0.3013 2.6288  -0.407
N -1.8635 0.0747 1.3047  -0.598
N -5.1297 0.4477 -0.5425  0.225
C -6.3722 -0.0666 -0.3298  -0.075
C -7.2769 0.9568 -0.4083  -0.873
C -6.4913 2.0956 -0.6652  -0.388
N -5.2104 1.7984 -0.7375  -0.956
H -2.2135 1.3315 -4.6906  0.470
H -0.0972 0.5395 -3.1641  0.296
H -4.3474 1.1049 -2.9863  0.521
H -5.4271 -2.5348 -0.7720  0.429
H -4.0331 -4.8509 -0.6392  0.436
H -1.4497 -4.0265 -0.2108  0.497
H -4.8015 1.2786 1.7903  0.437
H -3.2647 1.1618 4.0625  0.482
H -0.9365 0.0515 3.1930  0.840
H -6.5493 -1.1005 -0.1024  0.400
H -8.3440 0.8893 -0.2948  0.455
H -6.8078 3.1175 -0.8004  0.493
F 6.1325 1.2136 -1.2722  -0.176
C 5.1504 0.9621 -2.0722  0.252
C 4.3848 -0.1976 -1.8986  0.330
N 3.4074 -0.4440 -2.7420  0.140
C 2.5506 -1.6238 -2.5784  -1.768
C 1.3636 -1.2923 -1.7017  1.482
O 0.5514 -2.1976 -1.4063  -0.670
O 1.2152 -0.1300 -1.2252  -0.824
C 2.9980 0.4784 -3.8103  0.376
O 2.0280 0.2149 -4.4444  -0.477
N 3.8009 1.5708 -3.9570  -0.038
C 4.8772 1.9373 -3.1542  0.157
O 5.5239 2.9307 -3.2919  -0.431
H 4.5989 -0.8928 -1.0899  0.646
H 3.1394 -2.4037 -2.0970  0.558
H 2.2074 -1.9685 -3.5509  0.512
H 3.5436 2.2094 -4.7046  0.291
C 5.4991 -2.1253 0.9774  -0.568
C 5.4322 -0.7791 1.3159  -0.850
C 4.1958 -0.1667 1.4816  -0.271
C 3.0036 -0.8834 1.2956  0.676
C 3.0972 -2.2398 0.9420  -0.365
C 4.3298 -2.8599 0.7916  -0.689
Si 1.3282 -0.0939 1.4942  -0.203
C 1.4414 1.2276 2.7444  0.333
C 0.6866 2.4051 2.6014  -0.080
C 0.7426 3.3994 3.5594  -0.798
C 1.5152 3.2129 4.7006  -0.429
C 2.2472 2.0458 4.8789  -0.735
C 2.2295 1.0684 3.8988  -0.243
H 6.4611 -2.6114 0.8774  0.436
H 6.3429 -0.2173 1.4767  0.510
H 4.1567 0.8763 1.7704  0.552
H 2.1916 -2.8281 0.8270  0.362
H 4.3878 -3.9169 0.5644  0.493
H -0.2958 -2.1105 1.1884  -0.191
H 0.0509 2.5426 1.7332  0.358
H 0.1786 4.3131 3.4313  0.454
H 1.5462 3.9838 5.4593  0.414
H 2.8341 1.9082 5.7766  0.432
H 2.8220 0.1729 4.0408  0.488

Values from the calculation:
Expectation value of S² ... 3.78
2S+1 ... 4
ΔE to the lowest compared entry with this formula, charge and spin ... 41.4 kJ/mol
Kohn-Sham gap (alpha / beta) ... 6.65 / 3.78 eV
Charge ... +2

Record 2
Here is C6H10IN in the gas phase at a distorted geometry from OMol25. Energies are from ωB97M-V/def2-TZVPD.

Each line ends with the Mulliken charge.
Geometry (Å):
C -0.9387 1.4633 0.5047  0.532
C -0.0711 -1.0193 1.5995  -1.569
C 1.6502 -0.3920 0.0492  -1.387
C -0.4387 0.9914 -1.7155  -1.547
C 0.1524 -0.7289 0.0938  0.656
C -0.7075 0.3867 -0.3286  -0.224
N -1.1629 2.3447 1.2113  -0.552
I -2.9658 -0.5147 -0.4624  0.224
H 0.4071 -0.3242 2.2451  0.409
H -1.0986 -0.8513 1.8816  0.373
H 0.1768 -2.0244 1.8191  0.429
H 1.8163 0.5619 0.7168  0.289
H 1.6841 -0.2415 -1.0104  0.413
H 2.3132 -1.1537 0.3347  0.405
H -0.0573 0.1354 -2.5023  0.263
H -1.2320 1.3796 -2.2414  0.468
H 0.4772 1.5727 -1.5948  0.405
H -0.0047 -1.5858 -0.6005  0.411

Values from the calculation:
Expectation value of S² ... 2.01
2S+1 ... 3
ΔE to the lowest compared entry with this formula, charge and spin ... 0.0 kJ/mol
Kohn-Sham gap (alpha / beta) ... 7.54 / 6.39 eV

Among the records above, which one has the lowest 2S+1? C6H10IN